DFT (ωB97M-V with the def2-TZVPD basis set) results for a cluster of 7 separate species, C46H102F7N2O10PS in total at a distorted geometry.

## Properties
Max |F| = 2.63 eV/Å
Kohn-Sham gap = 8.873 eV
SMILES = CCCCN[C@@H](CN(CCCCCCCCOC)P(C)CC)OCS(=O)(=O)C(F)(F)C(F)(F)C(F)(F)F.CCOCC.CCOCC.CCOCC.CCOCC.CCOCC.CCOCC
DFT total energy = -4114.19568 a.u.
HOMO level = -8.32 eV

Last column: Mulliken charge in e.
Geometry (Å):
H1 -2.85 -8.30 -0.27  0.4223
O1 4.49 3.81 7.73  -0.2753
C1 2.59 1.29 -1.67  0.4422
H2 -1.07 0.09 1.89  0.5989
H3 1.99 -5.42 -5.37  0.3005
C2 1.27 -5.49 -4.55  -0.5489
H4 4.61 5.48 8.94  0.3208
H5 -2.01 1.36 2.64  0.5799
H6 -0.14 -4.11 -1.64  0.0538
C3 1.50 6.51 5.33  -0.6331
C4 1.07 -0.84 -1.36  0.0293
F1 1.89 1.97 -2.61  -0.0822
H7 -2.98 -2.55 -3.38  -0.6470
O2 4.33 -8.68 -0.28  -0.4480
C5 0.49 7.21 4.44  -0.5681
H8 -1.76 -3.52 -1.25  0.2547
C6 -1.58 1.03 1.70  -1.6650
H9 0.06 2.82 3.95  0.1127
H10 2.35 2.74 6.05  0.4618
C7 -1.66 0.50 -1.54  0.3674
H11 5.50 2.22 10.55  0.3994
C8 2.57 2.78 4.99  -0.6787
H12 3.27 4.76 4.54  0.8733
H13 -3.80 2.61 2.14  -0.5860
H14 -5.35 -0.01 2.39  0.7098
H15 -4.41 -0.10 0.34  0.3666
F2 2.65 -0.58 -3.12  -0.2390
H16 0.03 9.74 3.27  0.2650
H17 1.48 4.66 6.38  0.4961
H18 -6.03 -2.97 -5.39  0.3146
H19 -1.01 5.74 1.68  0.6159
C9 6.33 5.43 7.63  -1.1868
O3 -1.08 -1.75 -2.64  -0.2243
H20 -7.96 2.60 2.22  0.3899
H21 1.02 -6.23 -7.18  0.2693
H22 0.28 4.74 5.10  0.3618
H23 -1.54 -5.16 -1.85  0.3242
H24 6.51 -7.08 0.06  0.2909
H25 -3.27 -5.89 -0.72  0.1350
C10 4.87 5.15 7.93  -0.0764
O4 -1.95 -0.13 -0.35  0.0835
H26 -1.30 -7.48 -0.47  0.1156
S1 -0.44 -0.48 -2.43  0.5914
H27 3.94 3.01 10.28  0.3036
H28 -0.39 -4.51 -5.56  0.3589
H29 6.58 5.15 6.61  0.3047
C11 2.54 -7.54 -1.54  -0.3407
H30 6.91 -6.98 -1.66  0.3868
H31 5.41 3.97 10.36  0.2707
C12 -7.19 1.84 2.19  -1.3071
P1 -1.18 3.54 0.84  -0.2877
N1 -0.56 1.98 1.24  1.4271
H32 -0.23 -5.70 0.27  0.2767
H33 -0.74 5.51 -2.24  0.3145
C13 -0.31 4.02 -0.72  0.9206
H34 -1.30 1.53 -1.44  -0.6587
H35 1.19 0.98 1.79  0.3439
F3 3.39 -0.82 -1.06  -0.3012
H36 6.55 6.50 7.76  0.4071
H37 0.14 3.14 -1.17  -1.3528
H38 1.32 2.72 1.74  0.3778
F4 1.23 -2.19 -1.42  -0.1868
H39 0.67 -3.43 -4.66  0.4145
H40 -4.10 -2.29 -6.22  0.4140
H41 -0.35 5.33 -6.37  0.3467
H42 -2.50 -1.78 -5.67  0.3800
O5 0.29 8.53 4.91  -0.4213
C14 2.33 4.22 4.49  -0.4974
H43 -6.23 -5.40 -5.85  0.4043
H44 -1.87 -7.88 1.15  0.2702
C15 -3.53 -1.95 -5.36  -1.3798
C16 -0.53 4.82 1.99  -1.2970
C17 -4.39 0.49 2.31  -1.1497
H45 3.66 -6.76 0.14  0.3515
C18 -5.82 -3.69 -4.60  -0.3516
H46 -2.89 1.63 0.06  0.7063
C19 -2.91 -6.21 0.27  -0.1396
H47 -0.47 6.69 4.45  0.3913
H48 5.43 -6.23 -1.05  0.2311
H49 1.58 -7.87 -6.83  0.2817
H50 -2.50 0.47 -2.24  0.5544
H51 1.81 0.80 4.88  0.2872
H52 -3.79 -6.32 0.90  0.3958
O6 -2.14 -5.19 0.87  -0.4840
C20 0.70 -7.23 -6.89  -1.1109
H53 0.06 2.29 -5.45  0.1871
H54 -3.81 0.12 3.16  0.2365
H55 -5.96 3.53 1.88  0.4473
C21 0.09 3.16 -4.78  1.1065
H56 1.73 -6.83 -1.42  0.0364
C22 -1.24 3.64 -7.39  -1.0318
H57 4.74 1.88 8.22  0.3138
H58 -6.74 -3.80 -4.03  0.3689
C23 1.41 3.90 -4.92  -1.3086
H59 6.07 -9.23 -1.10  0.3430
C24 -1.10 -4.39 -1.21  -0.3421
H60 4.99 -8.44 -2.23  0.2847
H61 0.01 2.76 -3.77  -0.9067
O7 -1.05 3.98 -4.96  -0.3663
C25 -0.93 -4.86 0.22  -0.6720
H62 -0.33 3.04 -7.49  0.2560
H63 3.64 2.61 4.92  0.2782
H64 -0.11 1.09 3.86  0.4398
H65 -5.27 -5.77 -4.40  0.2530
H66 -0.35 -8.25 -5.32  0.3606
H67 -2.08 2.96 -7.27  0.2743
C26 6.09 -7.10 -0.95  -0.9923
H68 3.20 -7.16 -2.33  0.2263
C27 -0.04 -7.23 -5.56  -0.1549
C28 -0.56 9.26 4.04  -0.7555
H69 -2.09 5.19 -6.18  0.3761
O8 -0.09 0.19 -3.65  -0.6036
H70 -5.79 2.36 0.60  0.2349
H71 2.51 6.74 5.02  0.3596
C29 1.31 4.97 5.35  -0.6846
C30 4.99 3.03 10.01  -1.1012
H72 -4.52 -4.98 -5.79  0.2233
C31 -5.43 -5.04 -5.20  -0.9806
H73 2.57 1.31 3.41  0.3990
C32 0.53 1.92 3.56  0.1900
C33 -2.19 -7.55 0.17  -0.9043
H74 -1.62 4.03 -2.44  0.1846
C34 2.42 -0.24 -1.83  0.8100
H75 -1.31 8.60 3.59  0.3094
H76 7.00 4.88 8.30  0.2890
F5 0.83 -0.52 -0.06  -0.1995
C35 0.67 1.90 2.04  -1.6030
H77 -4.83 2.20 3.48  0.4768
H78 -1.37 4.19 -8.33  0.4060
C36 -5.88 2.47 1.67  -0.5559
H79 1.55 4.31 -5.92  0.4115
H80 2.25 3.23 -4.72  0.3773
C37 -4.65 1.99 2.43  0.4838
C38 -3.57 -2.94 -4.21  1.1885
H81 0.52 4.68 -0.48  0.8171
C39 -2.60 0.74 0.62  -1.2966
C40 5.16 2.84 8.51  -0.3774
H82 -3.96 -0.99 -5.04  0.3616
H83 -0.49 -4.06 0.81  0.3454
H84 -7.06 1.51 3.22  0.3293
H85 4.25 5.74 7.25  0.0807
H86 1.46 4.73 -4.22  0.2953
C41 -1.25 4.73 -1.70  -1.2397
H87 0.05 -7.61 -7.68  0.4198
F6 3.91 1.56 -1.87  -0.3184
C42 5.37 -8.41 -1.20  -0.3200
H88 6.23 2.80 8.25  0.3394
H89 2.59 -8.10 0.53  0.3364
H90 -3.10 -3.89 -4.50  -0.0290
H91 1.84 -5.35 -3.63  0.2618
C43 0.21 -4.42 -4.65  -0.7175
H92 2.05 4.18 3.44  -0.2899
H93 1.32 6.87 6.34  0.2846
F7 2.26 1.71 -0.44  -0.1910
H94 -0.96 -6.63 -5.63  0.1353
C44 1.91 1.64 4.20  -1.2247
H95 -7.50 1.02 1.55  0.3118
H96 0.54 4.97 1.85  0.4594
H97 -2.13 5.12 -1.19  0.4260
H98 -0.46 -4.49 -3.80  0.0566
H99 -0.80 4.65 3.02  0.2639
C45 3.28 -7.72 -0.23  -0.6609
O9 -4.87 -3.17 -3.69  -0.4099
H100 2.13 -8.49 -1.89  0.2911
H101 0.87 7.22 3.41  0.2997
O10 0.75 -6.81 -4.47  -0.3716
N2 -3.75 0.03 1.08  -0.0473
C46 -1.16 4.61 -6.22  -0.4272
H102 -1.08 10.00 4.63  0.2936

---

DFT (ωB97M-V with the def2-TZVPD basis set) results for a cluster of 9 separate species, C14H48NO14P3S2 in total at a distorted geometry.

## Properties
Max |F| = 1.87 eV/Å
Kohn-Sham gap = 9.122 eV
ΔE to the lowest compared entry with this formula, charge and spin = 5.1 kcal/mol
SMILES = CNC[C@H]1CS(=O)(=O)O[C@H]([PH2]=S)[C@H]1PP(=O)(O)O.CO.CO.CO.CO.CO.CO.CO.CO
DFT total energy = -3490.70514 a.u.
HOMO level = -8.85 eV

Last column: Mulliken charge in e.
Geometry (Å):
N1 -1.94 -0.83 0.02  0.1450
C1 1.84 -5.49 2.75  -0.5337
C2 -1.40 5.39 -2.80  -0.6248
C3 0.74 0.47 0.06  1.2230
H1 1.66 2.71 -0.57  0.0682
O1 1.90 3.29 -3.61  -0.4884
H2 0.07 4.12 -2.65  0.2070
H3 -2.82 -0.82 0.52  0.1446
C4 0.70 -0.62 1.13  -0.7767
H4 2.50 3.21 -5.60  0.2704
H5 0.99 -6.02 3.19  0.2855
H6 -2.18 4.39 6.01  0.2605
H7 5.41 -6.37 4.94  0.2981
O2 5.12 -5.85 4.18  -0.5320
H8 2.73 -5.67 3.35  0.1262
H9 -5.63 -0.50 1.72  0.2774
H10 1.36 2.50 -3.72  0.2998
C5 1.02 -2.33 -0.77  -1.4546
H11 -6.36 0.59 -0.23  0.2758
H12 -2.86 -1.53 -1.78  0.4634
H13 6.22 -4.18 4.78  0.3133
H14 -1.04 3.43 3.61  0.2683
H15 -2.29 5.22 4.45  0.2694
P1 0.98 2.23 0.56  0.0503
H16 -4.78 1.41 -0.19  0.1956
H17 1.41 -3.74 3.52  0.2266
H18 -1.45 0.35 -4.32  -0.2179
C6 -1.67 4.56 5.07  -0.6835
O3 -4.96 -0.10 1.16  -0.4944
H19 -0.32 -1.75 -5.09  0.2995
S1 1.98 -1.09 -1.63  1.2510
O4 2.46 0.65 3.59  -0.6676
H20 4.55 -4.23 5.38  0.2524
H21 -1.70 -2.49 1.27  0.5616
O5 -0.80 -2.58 -5.07  -0.5073
O6 0.46 0.87 -4.98  -0.5973
P2 1.06 0.65 4.03  0.9996
C7 -5.56 0.96 0.42  -0.5510
H22 -1.18 0.69 2.31  0.0124
H23 1.75 -0.44 5.70  0.3214
C8 -1.27 -2.10 0.35  -1.6917
H24 -1.49 -2.85 -0.42  0.4359
H25 -0.69 1.70 -3.45  -0.0433
H26 -2.17 -1.91 -6.48  0.2661
H27 -2.80 0.23 -1.56  0.3558
H28 3.54 4.11 -4.48  0.2617
H29 -0.72 5.05 5.27  0.2689
O7 1.31 -0.84 -2.87  -0.6414
C9 2.93 3.22 -4.59  -0.6925
H30 3.55 2.34 -4.46  0.2600
H31 -2.44 5.33 -3.13  0.2432
H32 -5.96 1.73 1.08  0.2916
S2 -0.64 3.24 0.96  -0.3953
H33 -1.35 -0.65 -2.00  0.1003
O8 1.92 0.23 -0.77  -0.5208
H34 -1.27 1.94 -5.10  0.3594
O9 1.56 -4.09 2.64  -0.3952
C10 -2.26 -0.70 -1.40  -0.9729
H35 1.96 2.19 1.55  0.1335
H36 1.75 -3.12 -0.58  0.4049
C11 0.25 -1.97 0.53  1.1169
P3 -0.32 -0.35 2.67  -0.2376
H37 0.54 -2.72 1.27  -0.0013
O10 3.35 -1.48 -1.65  -0.7204
O11 -0.85 4.09 -2.93  -0.2729
C12 -2.13 -2.33 -5.47  -0.5301
O12 0.48 2.09 4.36  -0.4360
H38 2.01 -5.86 1.75  0.2473
O13 -1.49 3.29 4.45  -0.4645
H39 -0.33 2.10 4.91  0.3776
H40 0.31 -2.67 -1.52  0.5706
C13 5.20 -4.47 4.54  -0.5374
H41 1.73 -0.74 1.48  0.8977
C14 -0.81 1.23 -4.43  0.0989
H42 -2.63 -1.65 -4.78  0.1828
H43 -2.68 -3.27 -5.47  0.2776
H44 -1.38 5.74 -1.77  0.2201
H45 -0.87 6.11 -3.43  0.2602
H46 0.88 0.26 -4.36  0.5835
H47 4.87 -3.90 3.67  0.2017
H48 -0.14 0.45 -0.58  -0.5610
O14 0.87 -0.17 5.41  -0.5391

---

DFT (ωB97M-V with the def2-TZVPD basis set) results for a cluster of 5 separate species, CH12O4S in total at a distorted geometry.

## Properties
Max |F| = 2.62 eV/Å
Kohn-Sham gap = 10.189 eV
ΔE to the lowest compared entry with this formula, charge and spin = 19.8 kcal/mol
SMILES = CS.O.O.O.O
DFT total energy = -744.41100 a.u.
HOMO level = -9.95 eV

Last column: Mulliken charge in e.
Geometry (Å):
H1 -0.26 -2.42 -2.46  0.3137
H2 -3.04 0.17 2.48  0.3020
C1 2.44 0.04 0.63  -0.7477
H3 3.50 2.19 0.70  0.1280
H4 0.41 -2.71 -1.17  0.3236
H5 -2.59 -0.49 -1.36  0.3093
H6 -1.44 0.21 -0.57  0.3792
H7 3.45 -0.40 0.82  0.3160
O1 -3.86 -0.21 2.00  -0.6398
H8 -3.59 -0.04 1.07  0.3577
H9 -0.10 2.32 -1.22  0.2842
O2 -0.08 1.58 -0.59  -0.6266
H10 1.68 -0.43 1.38  0.2424
H11 0.66 1.68 0.03  0.3109
O3 0.54 -2.85 -2.13  -0.6378
H12 2.08 0.00 -0.44  0.3335
S1 2.48 1.70 1.29  -0.2802
O4 -2.27 -0.36 -0.45  -0.6686

---

DFT (ωB97M-V with the def2-TZVPD basis set) results for an isolated molecule of C3H4N2O.

## Properties
Max |F| = 0.34 eV/Å
Kohn-Sham gap = 9.457 eV
ΔE to the lowest compared entry with this formula, charge and spin = 25.5 kcal/mol
SMILES = Oc1ccn[nH]1
DFT total energy = -301.44652 a.u.
HOMO level = -8.81 eV

Last column: Mulliken charge in e.
Geometry (Å):
N1 1.10 -1.02 -0.80  -0.7720
O1 -2.02 0.16 0.28  -0.5211
C1 1.48 0.05 -0.11  -0.4180
H1 0.41 1.57 1.16  0.3219
H2 2.52 0.34 -0.12  0.4135
C2 -0.70 -0.02 0.11  0.5130
C3 0.40 0.71 0.51  -0.3541
N2 -0.25 -1.04 -0.64  0.2462
H3 -0.78 -1.80 -1.02  0.2446
H4 -2.15 1.05 0.63  0.3260

---

DFT (ωB97M-V with the def2-TZVPD basis set) results for an isolated molecule of C3H6N2O2 at a distorted geometry.

## Properties
Max |F| = 1.25 eV/Å
Kohn-Sham gap = 10.539 eV
ΔE to the lowest compared entry with this formula, charge and spin = 35.9 kcal/mol
SMILES = [H]/N=C(/NC=O)OC
DFT total energy = -377.90207 a.u.
HOMO level = -9.89 eV

Last column: Mulliken charge in e.
Geometry (Å):
C1 -0.19 0.08 -0.08  0.6417
O1 -3.46 1.33 -0.67  -0.5423
C2 -2.32 0.97 -0.87  0.0306
H1 -1.87 0.45 1.07  0.2179
H2 1.74 -1.75 0.61  0.3176
H3 -1.82 0.98 -1.85  0.3570
H4 1.78 -1.05 2.25  0.2312
N1 -1.50 0.50 0.14  -0.0880
N2 0.25 0.15 -1.26  -0.6329
O2 0.30 -0.32 1.11  -0.3388
H5 2.36 -0.07 0.87  0.3190
H6 1.15 -0.10 -1.56  0.2112
C3 1.63 -0.83 1.19  -0.7243